{"formula": "C29H56F10InO6", "method": "wB97M-V/def2-TZVPD", "gap_ev": 7.0, "energy_ha": -2778.330956, "largest_force_ev_per_a": 5.505, "lumo_energy_ev": 1.89, "homo_energy_ev": -5.0824, "charge": -1, "elements": ["C", "C", "C", "C", "C", "C", "C", "In", "C", "C", "F", "C", "C", "C", "C", "C", "F", "F", "C", "F", "F", "C", "F", "F", "C", "F", "F", "F", "H", "H", "H", "H", "H", "H", "H", "H", "H", "H", "H", "H", "H", "H", "H", "H", "H", "H", "H", "H", "H", "H", "H", "H", "H", "H", "H", "H", "C", "O", "C", "C", "O", "C", "C", "O", "C", "H", "H", "H", "H", "H", "H", "H", "H", "H", "H", "H", "H", "H", "H", "C", "O", "C", "C", "O", "C", "C", "O", "C", "H", "H", "H", "H", "H", "H", "H", "H", "H", "H", "H", "H", "H", "H"], "xyz": [[-0.648, -5.125, 0.875], [0.604, -4.112, 1.314], [0.515, -2.837, 0.242], [1.982, -2.275, -0.226], [2.114, -1.912, -1.820], [0.792, -1.206, -2.485], [0.975, -1.324, -4.128], [0.201, -3.336, -4.954], [1.467, -5.105, -4.329], [1.415, -5.474, -2.732], [0.739, -6.799, -2.468], [0.338, -3.103, -7.248], [1.882, -3.063, -7.798], [2.476, -4.609, -7.764], [2.886, -2.088, -6.939], [-1.981, -3.457, -4.262], [-2.112, -3.711, -2.785], [-2.525, -2.059, -4.454], [-2.918, -4.430, -5.190], [-4.387, -4.184, -4.937], [-2.703, -3.974, -6.614], [-2.617, -6.034, -5.049], [-3.964, -6.697, -4.881], [-1.821, -6.428, -3.865], [-1.933, -6.735, -6.363], [-1.720, -8.192, -6.022], [-0.593, -6.196, -6.688], [-2.876, -6.758, -7.538], [-1.086, -5.613, 1.851], [-0.313, -5.969, 0.130], [-1.492, -4.422, 0.447], [1.622, -4.681, 1.213], [0.388, -3.687, 2.385], [-0.044, -3.262, -0.701], [-0.099, -1.952, 0.719], [2.310, -1.328, 0.405], [2.777, -3.122, 0.008], [2.370, -2.856, -2.504], [3.019, -1.155, -1.998], [0.730, -0.068, -2.142], [-0.231, -1.704, -2.215], [2.128, -1.207, -4.332], [0.376, -0.441, -4.663], [2.599, -4.814, -4.566], [1.268, -6.103, -4.919], [2.542, -5.640, -2.380], [0.996, -4.608, -2.063], [-0.262, -3.926, -7.824], [-0.145, -2.045, -7.488], [1.815, -2.737, -8.944], [3.132, -4.708, -6.781], [3.205, -4.701, -8.679], [1.620, -5.432, -7.810], [2.396, -1.023, -6.891], [3.034, -2.505, -5.855], [3.935, -2.088, -7.499], [1.385, 5.390, 3.190], [1.116, 4.800, 1.929], [2.227, 4.052, 1.430], [1.749, 2.978, 0.449], [1.199, 1.824, 1.099], [-0.094, 1.998, 1.694], [-1.220, 2.112, 0.663], [-1.261, 3.431, 0.115], [-1.898, 3.467, -1.151], [2.211, 6.105, 3.109], [0.486, 5.917, 3.520], [1.620, 4.618, 3.929], [2.771, 3.576, 2.253], [2.890, 4.753, 0.914], [2.622, 2.613, -0.102], [1.055, 3.379, -0.294], [-0.095, 2.833, 2.397], [-0.267, 1.090, 2.282], [-2.184, 1.929, 1.149], [-1.065, 1.372, -0.129], [-1.363, 2.832, -1.864], [-1.866, 4.494, -1.521], [-2.940, 3.148, -1.063], [-2.642, 8.633, 7.748], [-2.448, 7.230, 7.715], [-1.955, 6.777, 6.452], [-1.204, 5.453, 6.617], [0.124, 5.618, 7.132], [0.217, 5.958, 8.523], [-0.137, 4.794, 9.451], [-1.556, 4.651, 9.551], [-1.937, 3.345, 9.951], [-3.396, 8.933, 7.011], [-2.989, 8.908, 8.747], [-1.697, 9.152, 7.558], [-1.285, 7.523, 6.011], [-2.819, 6.631, 5.796], [-1.077, 5.012, 5.622], [-1.769, 4.730, 7.209], [-0.363, 6.855, 8.748], [1.270, 6.212, 8.688], [0.242, 4.998, 10.458], [0.316, 3.873, 9.071], [-1.582, 2.606, 9.225], [-3.028, 3.299, 9.975], [-1.544, 3.122, 10.946]], "forces_ev_per_angstrom": [[0.0716, 0.5777, 1.1265], [-1.2644, 0.3706, -1.1346], [0.6720, -0.3592, -0.0810], [0.7031, -0.2466, 0.0232], [-0.2325, 0.4012, -0.5304], [0.2357, 0.3511, -0.7610], [0.0886, 1.1463, 1.0005], [1.2070, 0.5997, -0.8202], [0.9540, -1.3665, 0.8826], [1.8596, -0.2412, -0.2841], [0.9738, 2.7698, -0.3953], [0.1879, 0.9492, -0.8456], [-0.6820, -1.0626, -0.0969], [0.5229, 0.8557, 0.0021], [-0.4125, -0.4798, -0.9322], [-1.0586, 1.1930, 0.6655], [-0.3924, 0.2992, -3.5587], [0.7249, -3.3804, 0.5170], [-1.8556, 2.3121, -0.2223], [4.0805, -0.9782, -0.8715], [-0.5915, -1.7876, 4.1955], [-1.4994, -1.8746, 1.4122], [4.2492, 1.7267, -0.5888], [-2.5049, 1.6318, -3.9685], [0.9443, -2.6949, -1.2915], [-0.6485, 4.8522, -1.2290], [-5.1262, -1.8171, 0.8541], [3.6321, 0.4263, 4.0256], [0.8308, 0.6944, -1.9458], [-0.7487, 1.8831, 1.3256], [1.6346, -1.7194, 0.6134], [-1.8924, 1.2474, 0.4270], [0.7459, -1.0644, -1.9264], [1.0112, 1.0710, 1.8200], [1.0303, -1.8646, -1.0650], [-0.8247, -1.9107, -1.2349], [-1.5286, 1.7208, -0.4341], [-0.6119, 1.8120, 1.6837], [-1.8884, -1.6443, 0.5056], [0.1865, -2.2853, -0.5554], [2.0340, 0.8332, -0.1761], [-2.2462, -0.0185, 0.1841], [1.3822, -1.8039, 1.0697], [-2.3196, -0.6473, 0.5302], [0.3654, 1.9201, 1.1358], [-2.4653, 0.1407, -0.4744], [0.1970, -2.1184, -1.1680], [1.1391, 1.6179, 0.8982], [0.7982, -2.1255, 0.3671], [0.4730, -0.4624, 2.4071], [-1.5188, -0.1246, -2.0293], [-1.3458, -0.1785, 1.7138], [1.9464, 1.8341, 0.1129], [1.2243, -1.9541, -0.0205], [-0.3281, 0.7853, -2.1014], [-2.1435, 0.2605, 1.2692], [-0.1506, -0.1106, -0.3808], [0.1117, -0.1458, 0.2991], [-0.6949, 0.0715, -0.3444], [0.1931, -0.1945, 0.3414], [-0.2040, 0.4915, 0.0306], [0.0356, -0.3075, -0.3970], [0.2146, 0.5867, 0.2621], [0.1340, -0.1479, -0.1837], [0.2086, 0.0826, 0.2733], [0.0380, -0.0106, 0.1627], [0.1049, -0.0430, -0.1502], [0.1336, 0.0675, 0.0865], [0.0050, -0.0455, -0.0034], [0.2455, -0.0761, -0.0542], [-0.0561, -0.0516, 0.1689], [-0.0504, 0.1690, 0.2242], [-0.1072, 0.1494, -0.2003], [0.0713, 0.0062, -0.1816], [-0.0392, -0.2522, 0.0545], [0.0348, -0.0409, 0.0328], [-0.1404, -0.1034, -0.0476], [-0.0152, -0.0828, 0.1724], [-0.0621, -0.0745, -0.1541], [-0.0573, -0.3991, 0.0713], [0.2674, 0.2477, -0.0547], [-0.1656, -0.4442, 0.5956], [0.1995, 0.3257, -0.1911], [-0.3743, 0.0804, 0.3066], [0.1681, -0.4121, -0.1666], [-0.5586, 0.5089, -0.0669], [0.1390, -0.2585, -0.1820], [-0.0362, 0.3831, -0.1281], [0.0708, 0.1464, -0.0058], [-0.0050, -0.1508, -0.1419], [-0.0302, 0.1099, -0.1220], [0.0409, -0.0191, -0.0180], [0.0674, -0.0237, -0.2532], [0.0933, 0.1379, 0.0723], [-0.0892, 0.2526, 0.1076], [-0.1945, -0.1882, 0.0895], [-0.0702, -0.1444, -0.0949], [0.2558, -0.0300, 0.0187], [0.0344, 0.0190, -0.0366], [0.0848, -0.1057, 0.0937], [0.1489, 0.1280, 0.0345], [0.0247, -0.1736, 0.0356]]}